Record 1
The following is a quantum chemistry calculation of a 2-piece molecular cluster, C11H15N overall at a distorted geometry, from the Open Molecules 2025 dataset.

Element x y z (Å)
1 C 0.67610 3.64572 2.01365
2 C 0.57813 2.17850 1.89955
3 C 0.85897 1.16942 2.75927
4 N 0.84496 -0.09262 2.10476
5 C 0.48752 0.15808 0.79639
6 C 0.22316 -0.77960 -0.22249
7 C 0.08709 -0.28344 -1.51939
8 C 0.12165 1.09528 -1.78385
9 C 0.18375 1.94439 -0.70577
10 C 0.38353 1.51958 0.61044
11 H 0.09086 4.05705 2.88265
12 H 0.46241 4.21096 1.12716
13 H 1.73327 3.91006 2.21405
14 H 1.19976 1.22531 3.78549
15 H 0.77804 -1.00937 2.50449
16 H 0.26219 -1.87103 -0.04503
17 H -0.04076 -1.05379 -2.27850
18 H 0.10707 1.52634 -2.78045
19 H 0.19810 3.03313 -0.91790
20 C -1.93835 -4.61984 -3.16043
21 C -1.67280 -3.95008 -1.77102
22 H -2.84187 -4.25713 -3.66822
23 H -1.14055 -4.31908 -3.84878
24 H -1.73548 -5.68890 -3.10954
25 H -0.59490 -3.93814 -1.59407
26 H -2.29177 -4.67420 -1.25879
27 H -2.10970 -2.96708 -1.60933

Values from the calculation:
Frontier orbital gap (eV): 8.9
ΔE to the lowest compared entry with this formula, charge and spin (kcal/mol): 24.5
2S+1: 1
Lowest unoccupied orbital energy (eV): 1.0
DFT total energy (eV): -13139.7295

natural (NBO) atomic charge list, values in e, 8 entries: -0.63 -0.10 -0.03 -0.54 0.14 -0.25 -0.21 -0.26

=====

Record 2
The following is a quantum chemistry calculation of a 2-piece molecular cluster, C11H15N overall at a distorted geometry, from the Open Molecules 2025 dataset.

Element x y z (Å)
1 C -3.84057 0.11958 0.42668
2 C -2.41575 -0.22035 0.74962
3 C -1.59425 0.08656 1.76954
4 N -0.37224 -0.56610 1.67764
5 C -0.40605 -1.29232 0.50769
6 C 0.62081 -2.06095 -0.03498
7 C 0.44604 -2.57558 -1.30472
8 C -0.77124 -2.34555 -1.96884
9 C -1.81869 -1.69605 -1.35765
10 C -1.67604 -1.17619 -0.06357
11 H -4.37646 0.54445 1.26916
12 H -4.34698 -0.76754 0.05618
13 H -3.83876 0.90186 -0.32918
14 H -1.88642 0.71823 2.59993
15 H 0.49252 -0.11673 1.93121
16 H 1.55078 -1.98947 0.52003
17 H 1.22785 -3.14882 -1.78306
18 H -0.83880 -2.62569 -3.01107
19 H -2.72782 -1.52376 -1.92131
20 C 3.19595 1.93795 -0.49237
21 C 3.47423 3.00848 0.54775
22 H 3.41201 0.90380 -0.18558
23 H 2.11450 1.76781 -0.59336
24 H 3.66982 2.14888 -1.44243
25 H 4.38471 2.88191 1.14495
26 H 2.63871 3.12301 1.23433
27 H 3.68214 3.96257 0.05340

Values from the calculation:
Frontier orbital gap (eV): 8.8
ΔE to the lowest compared entry with this formula, charge and spin (kcal/mol): 15.7
2S+1: 1
Lowest unoccupied orbital energy (eV): 0.8
DFT total energy (eV): -13140.1124

natural (NBO) atomic charge list, values in e, 8 entries: -0.63 -0.08 -0.04 -0.54 0.15 -0.24 -0.21 -0.24